Below is a structure of composition C44H38GeN4OP2RhSe2, with properties calculated with ωB97M-V/def2-TZVPD.

XYZ file:
```
93
Properties=species:S:1:pos:R:3:lowdin_spin:R:1
Rh 1.226 -2.335 -0.629 1.160
O 2.498 -3.759 -1.579 0.015
C 3.003 -4.828 -0.734 0.002
C 2.161 -4.939 0.502 0.015
C 2.276 -6.054 1.307 0.002
C 1.513 -6.133 2.458 0.007
C 0.643 -5.096 2.766 0.002
C 0.572 -4.016 1.915 0.015
N 1.325 -3.932 0.802 0.094
H 3.205 -3.440 -2.152 0.000
H 4.038 -4.618 -0.465 0.000
H 2.970 -5.758 -1.294 0.001
H 2.960 -6.849 1.036 0.000
H 1.593 -6.997 3.106 0.000
H 0.022 -5.124 3.651 0.000
H -0.101 -3.192 2.102 0.001
Se -3.861 1.112 2.379 0.812
P -1.834 1.926 2.073 0.067
C -1.899 3.318 0.965 0.011
C -2.649 3.179 -0.209 0.004
C -2.715 4.232 -1.103 0.000
C -2.045 5.420 -0.829 0.002
C -1.305 5.560 0.337 0.001
C -1.231 4.512 1.243 0.001
C -1.041 2.320 3.610 0.002
C -1.468 3.450 4.314 0.002
C -0.938 3.715 5.565 0.001
C 0.000 2.850 6.118 -0.001
C 0.409 1.717 5.428 0.001
C -0.110 1.445 4.171 -0.001
C -1.054 0.506 1.299 0.017
C 0.134 0.175 0.665 0.007
N -0.026 -1.119 0.305 0.011
N -1.213 -1.572 0.705 0.012
N -1.838 -0.600 1.310 0.079
P 1.669 1.001 0.213 0.037
Se 2.992 -0.576 -0.550 0.328
C 2.402 1.860 1.583 0.006
C 3.364 1.259 2.394 0.006
C 3.915 1.983 3.441 0.000
C 3.518 3.296 3.666 0.001
C 2.568 3.898 2.848 0.001
C 2.010 3.185 1.802 0.000
C 1.314 2.181 -1.064 0.007
C 2.320 3.087 -1.418 0.003
C 2.100 3.969 -2.462 0.000
C 0.889 3.947 -3.147 0.001
C -0.106 3.045 -2.793 0.001
C 0.101 2.153 -1.750 0.001
H -3.186 2.259 -0.410 0.000
H -3.305 4.137 -2.007 0.000
H -2.108 6.247 -1.525 0.000
H -0.793 6.491 0.549 0.000
H -0.663 4.628 2.156 0.000
H -2.222 4.111 3.902 0.001
H -1.267 4.587 6.116 0.000
H 0.404 3.057 7.102 0.000
H 1.128 1.040 5.872 0.000
H 0.203 0.554 3.642 0.000
H 3.686 0.242 2.208 0.004
H 4.669 1.529 4.072 0.000
H 3.965 3.862 4.475 0.000
H 2.279 4.930 3.017 0.000
H 1.305 3.662 1.132 0.000
H 3.260 3.111 -0.877 0.001
H 2.871 4.678 -2.741 0.000
H 0.720 4.642 -3.961 0.000
H -1.051 3.044 -3.325 0.000
H -0.680 1.452 -1.471 0.000
Ge 0.014 -2.115 -2.754 0.171
C -0.532 -3.862 -3.469 0.300
C -1.196 -4.835 -2.660 0.093
C -1.380 -6.100 -3.147 0.043
C -1.018 -6.388 -4.483 0.224
C -0.437 -5.410 -5.319 0.041
C -0.260 -4.137 -4.844 0.094
C -1.772 -1.314 -2.775 0.125
C -1.951 -0.217 -3.640 0.037
C -3.130 0.504 -3.584 0.010
C -4.150 0.108 -2.714 0.043
C -3.995 -1.005 -1.893 0.002
C -2.819 -1.734 -1.934 0.038
H 0.771 -1.421 -3.892 0.017
H -1.495 -4.603 -1.646 0.005
H -1.826 -6.868 -2.528 0.000
H -1.233 -7.370 -4.889 0.010
H -0.163 -5.656 -6.337 0.000
H 0.134 -3.368 -5.496 0.004
H -1.175 0.070 -4.341 0.002
H -3.271 1.358 -4.237 0.000
H -5.085 0.654 -2.704 0.002
H -4.801 -1.315 -1.238 0.000
H -2.716 -2.603 -1.301 0.001
```

## Properties
E in eV: -263020.9345
Total charge: +3
Lowest unoccupied orbital energy (alpha / beta) in eV: -7.782 / -11.120
Frontier orbital gap (alpha / beta) in eV: 7.38 / 4.65
HOMO (alpha / beta) in eV: -15.16 / -15.77
Spin multiplicity: 5
Energy above the lowest of the compared OMol25 structures with the same formula, charge and spin in kJ/mol: 0.0
Maximum force in eV/A: 0.7

---

Below is a cluster of 3 separate species, C4H10N2O3 in total in a non-equilibrium geometry, with properties calculated with ωB97M-V/def2-TZVPD.

XYZ file:
```
19
Properties=species:S:1:pos:R:3:lowdin_charge:R:1
C -1.136 -1.001 -1.877 -0.035
C 2.454 -1.737 -1.511 0.028
C 1.022 -1.575 -1.080 -0.540
O 0.251 -1.228 -2.108 -0.031
O 0.624 -1.731 0.048 0.065
H -1.681 -1.475 -2.696 0.097
H -1.432 -1.437 -0.918 0.095
H -1.326 0.064 -1.858 0.080
H 3.011 -0.855 -1.199 0.093
H 2.889 -2.603 -1.019 0.089
H 2.514 -1.835 -2.590 0.084
C -0.702 1.022 0.865 -0.476
N -0.258 0.353 1.744 0.198
N -1.225 3.055 2.872 0.023
O -1.174 1.763 0.111 0.128
H 0.169 -0.549 1.744 0.056
H -0.935 2.633 3.745 0.014
H -0.832 3.990 2.835 0.016
H -2.234 3.146 2.892 0.018
```

## Properties
E in eV: -13433.1456
Total charge: 0
Lowest unoccupied orbital energy in eV: 0.867
Frontier orbital gap in eV: 10.71
HOMO in eV: -9.84
Spin multiplicity: 1
Energy above the lowest of the compared OMol25 structures with the same formula, charge and spin in kJ/mol: 68.6
Maximum force in eV/A: 1.2
SMILES: COC(C)=O.N=C=O.N

---

Below is a structure of composition C31H37FMoN8O4SbSe5 in a non-equilibrium geometry, with properties calculated with ωB97M-V/def2-TZVPD.

XYZ file:
```
88
Properties=species:S:1:pos:R:3:lowdin_spin:R:1
Mo 0.525 0.158 -3.141 0.741
F -3.088 0.002 1.680 -0.006
C -2.170 0.984 1.496 0.023
C -1.151 0.783 0.633 0.095
C -0.301 1.856 0.289 0.090
C 0.747 1.717 -0.641 0.094
O 1.049 0.520 -0.986 0.083
C 1.275 2.878 -1.261 0.012
C 0.985 4.048 -0.712 0.061
N 0.194 4.234 0.436 0.033
C 0.106 5.596 0.838 0.001
C -1.091 6.468 1.088 0.003
C -0.092 6.164 2.195 0.002
C -0.603 3.151 0.881 0.026
C -1.552 3.308 1.907 0.145
C -2.335 2.172 2.281 0.250
N -3.724 2.353 2.780 0.035
C -4.802 2.388 1.732 0.016
C -6.173 2.114 2.331 0.004
N -6.230 2.641 3.693 0.001
C -5.467 1.771 4.556 0.001
C -4.068 1.404 3.938 0.011
C 2.105 2.751 -2.522 0.003
O 3.094 3.445 -2.651 0.003
O 1.743 1.841 -3.378 0.023
H -1.041 -0.156 0.115 0.004
H 1.366 4.981 -1.073 0.004
H 0.842 6.178 0.262 0.000
H -2.098 6.061 1.269 0.002
H -1.151 7.443 0.640 0.000
H -0.426 5.586 3.029 0.001
H 0.675 6.871 2.508 0.000
H -1.694 4.270 2.403 0.008
H -4.540 1.611 0.957 0.000
H -4.730 3.330 1.229 0.001
H -6.392 1.034 2.277 0.000
H -6.856 2.600 1.660 0.001
H -7.166 2.814 4.019 0.000
H -3.745 3.331 3.159 0.001
H -5.948 0.794 4.732 0.000
H -5.286 2.264 5.529 0.000
H -4.025 0.436 3.497 0.001
H -3.267 1.503 4.673 0.006
N 4.649 -3.905 -3.455 0.000
C 4.342 -2.708 -2.899 0.000
C 3.170 -1.978 -3.281 0.003
N 2.838 -0.835 -2.729 0.000
C 3.707 -0.339 -1.875 0.000
C 4.831 -1.049 -1.492 0.000
N 5.171 -2.258 -1.950 0.000
H 4.161 -4.246 -4.276 0.000
H 5.631 -4.205 -3.320 0.000
H 2.511 -2.379 -4.063 0.005
H 3.589 0.658 -1.469 0.000
H 5.514 -0.611 -0.778 0.000
Se -1.624 0.726 -2.932 -0.134
C 2.035 -1.016 1.776 0.000
C 1.016 -2.131 1.761 0.001
N 1.629 -3.428 1.512 0.000
C 2.579 -4.024 2.442 0.000
C 4.013 -3.904 1.943 0.000
C 1.415 -4.159 0.387 0.000
O 1.854 -5.312 0.342 0.000
C 0.655 -3.629 -0.779 0.001
C -0.172 -4.578 -1.445 0.002
C -0.672 -4.209 -2.662 0.001
C -0.517 -2.861 -3.083 0.010
N 0.210 -1.919 -2.436 0.009
C 0.795 -2.331 -1.306 0.001
H 1.566 -0.006 1.902 0.000
H 2.593 -0.911 0.808 0.000
H 2.774 -1.128 2.563 0.000
H 0.139 -1.897 1.134 0.001
H 0.680 -2.098 2.790 0.000
H 2.287 -5.074 2.565 0.000
H 2.412 -3.448 3.355 0.000
H 4.126 -4.392 0.968 0.000
H 4.722 -4.412 2.599 0.000
H 4.245 -2.887 1.866 0.000
H -0.243 -5.608 -1.038 0.000
H -1.254 -4.910 -3.246 0.000
H -0.957 -2.538 -4.007 0.007
H 1.470 -1.638 -0.801 0.000
Se -2.362 -4.702 -5.714 0.005
Sb -0.443 -4.016 -7.014 0.001
Se 0.777 -0.679 -5.290 0.297
Se -0.882 -3.400 -9.232 -0.002
Se 1.525 -5.319 -6.488 0.015
```

## Properties
E in eV: -390701.5857
Total charge: -1
Lowest unoccupied orbital energy (alpha / beta) in eV: 0.971 / 0.928
Frontier orbital gap (alpha / beta) in eV: 4.96 / 5.34
HOMO (alpha / beta) in eV: -3.99 / -4.41
Spin multiplicity: 3
Energy above the lowest of the compared OMol25 structures with the same formula, charge and spin in kJ/mol: 0.0
Maximum force in eV/A: 2.5

---

Below is a structure of composition C15H26AsCl3CuO5P, with properties calculated with ωB97M-V/def2-TZVPD.

XYZ file:
```
52
Properties=species:S:1:pos:R:3:lowdin_charge:R:1
Cu 0.548 -1.095 0.003 0.038
Cl -5.626 -3.551 2.834 0.632
C -4.126 -2.724 2.487 -0.684
C -3.383 -3.080 1.379 -0.146
C -2.203 -2.406 1.128 -0.511
Cl -1.249 -2.896 -0.274 0.761
C -1.688 -1.360 1.929 -0.491
O -0.601 -0.720 1.691 -0.225
C -2.501 -1.070 3.054 -0.576
Cl -1.943 0.185 4.130 0.674
C -3.685 -1.719 3.333 -0.144
H -3.717 -3.873 0.724 0.104
H -4.261 -1.445 4.206 0.103
C 2.122 0.813 1.995 -0.196
As 2.568 -1.044 1.938 1.003
C 1.727 -1.896 3.429 -0.180
C 4.452 -1.134 2.291 -0.210
O 2.312 -1.859 0.477 -0.529
H 2.594 1.232 2.884 0.047
H 1.040 0.925 2.041 0.027
H 2.516 1.288 1.098 0.042
H 2.360 -1.765 4.305 0.041
H 1.638 -2.952 3.184 0.053
H 0.739 -1.464 3.577 0.019
H 4.689 -0.638 3.231 0.038
H 4.989 -0.655 1.474 0.040
H 4.742 -2.181 2.343 0.042
C 2.659 1.182 -3.353 -0.077
C 1.547 0.186 -3.136 -0.284
O 0.352 0.873 -2.707 -0.275
P -0.196 0.621 -1.207 0.764
O 0.000 2.024 -0.484 -0.268
C -0.530 3.259 -1.023 -0.253
C 0.609 4.126 -1.501 -0.070
O -1.790 0.664 -1.451 -0.267
C -2.403 -0.211 -2.413 -0.294
C -2.827 0.566 -3.635 -0.073
H 3.559 0.669 -3.698 0.079
H 2.896 1.701 -2.423 0.074
H 2.381 1.926 -4.100 0.078
H 1.825 -0.562 -2.387 0.084
H 1.294 -0.345 -4.054 0.119
H -1.082 3.730 -0.211 0.122
H -1.233 3.036 -1.824 0.107
H 1.308 4.332 -0.690 0.080
H 0.225 5.080 -1.870 0.080
H 1.148 3.638 -2.313 0.060
H -3.257 -0.661 -1.908 0.118
H -1.716 -1.022 -2.669 0.095
H -3.553 1.336 -3.369 0.081
H -3.299 -0.108 -4.353 0.080
H -1.969 1.040 -4.112 0.071
```

## Properties
E in eV: -178551.1330
Total charge: 0
Lowest unoccupied orbital energy in eV: 0.475
Frontier orbital gap in eV: 7.71
HOMO in eV: -7.23
Spin multiplicity: 1
Energy above the lowest of the compared OMol25 structures with the same formula, charge and spin in kJ/mol: 0.0
Maximum force in eV/A: 0.9

---

Below is a cluster of 2 separate species, C4H8SSi2 in total in a non-equilibrium geometry, with properties calculated with ωB97M-V/def2-TZVPD.

XYZ file:
```
15
Properties=species:S:1:pos:R:3:lowdin_charge:R:1
C -1.272 1.579 -1.762 -0.224
C -0.563 1.307 -0.607 -0.231
C -1.985 0.520 -2.183 -0.455
C -0.876 0.069 -0.107 -0.727
Si 2.694 -1.146 1.576 0.484
Si -0.364 -0.810 1.566 0.593
S -1.941 -0.851 -1.156 0.940
H -1.268 2.567 -2.320 0.132
H 0.055 2.110 -0.101 0.130
H -2.329 0.304 -3.178 0.058
H 3.501 0.048 1.919 -0.178
H 2.636 -0.953 0.037 -0.153
H 3.389 -2.422 2.036 -0.152
H -0.817 -2.270 1.601 -0.089
H -0.858 -0.052 2.678 -0.128
```

## Properties
E in eV: -30864.9342
Total charge: 0
Lowest unoccupied orbital energy in eV: -0.244
Frontier orbital gap in eV: 8.08
HOMO in eV: -8.32
Spin multiplicity: 1
Energy above the lowest of the compared OMol25 structures with the same formula, charge and spin in kJ/mol: 140.1
Maximum force in eV/A: 2.9